Here is the molecule C5H12N2 at a distorted geometry from OMol25. Energies are from the ωB97M-V functional and the def2-TZVPD basis.

```
19
Properties=species:S:1:pos:R:3
C -1.662 0.941 0.485
C -0.793 -0.168 -0.071
C 0.142 0.433 -1.083
N 2.608 -1.507 0.988
C 2.154 -1.025 -0.270
C 1.492 0.185 -0.368
N -2.819 1.246 -0.224
H -0.898 1.684 0.731
H -1.988 0.520 1.364
H -1.478 -1.055 -0.273
H -0.035 -0.690 0.711
H 0.186 -0.235 -1.950
H 0.089 1.476 -1.281
H 1.764 -1.908 1.444
H 3.281 -2.233 0.997
H 2.409 -1.639 -1.109
H 2.149 0.928 0.112
H -3.640 0.752 -0.012
H -2.961 2.294 -0.190
```

The value obtained for the LUMO energy is 1.08 eV. As for the gap between HOMO and LUMO: 0.3151 Eh. As for the energy above the lowest of the compared OMol25 structures with the same formula, charge and spin: 411.2 kJ/mol. Its SMILES is N/C=C/CCCN. As for the net charge: 0. For the calculated total energy, the calculation gives -307.0727 hartree.

Here are the Mulliken charges for atoms 1 to 4, given in e: atom 1 (C): -0.9070, atom 2 (C): 0.0503, atom 3 (C): -0.6919, atom 4 (N): -0.5989

***

Here is the molecule C5H12N2 at a distorted geometry from OMol25. Energies are from the ωB97M-V functional and the def2-TZVPD basis.

```
19
Properties=species:S:1:pos:R:3
C -0.294 0.648 1.436
C -0.887 0.291 0.096
C 0.126 -0.576 -0.673
C 0.905 -0.070 -1.681
N 1.968 0.809 -1.433
C -0.060 -2.099 -0.718
N -1.080 1.559 2.265
H 0.635 1.235 1.234
H 0.073 -0.277 1.876
H -1.095 1.141 -0.556
H -1.869 -0.166 0.290
H 0.782 -0.467 -2.702
H 1.784 1.766 -1.734
H 2.258 0.808 -0.466
H 0.695 -2.374 -1.471
H 0.250 -2.596 0.213
H -0.943 -2.612 -1.078
H -1.240 1.454 3.256
H -2.009 1.528 1.846
```

The value obtained for the LUMO energy is 0.80 eV. As for the gap between HOMO and LUMO: 0.3085 Eh. As for the energy above the lowest of the compared OMol25 structures with the same formula, charge and spin: 301.7 kJ/mol. Its SMILES is C/C(=C/N)CCN. As for the net charge: 0. For the calculated total energy, the calculation gives -307.1144 hartree.

Here are the Mulliken charges for atoms 1 to 4, given in e: atom 1 (C): -0.3124, atom 2 (C): -0.4812, atom 3 (C): 0.1691, atom 4 (C): -0.3380

***

Here is the molecule C5H12N2 at a distorted geometry from OMol25. Energies are from the ωB97M-V functional and the def2-TZVPD basis.

```
19
Properties=species:S:1:pos:R:3
C -1.480 0.358 1.116
C -1.187 -0.686 0.018
C 0.300 -1.083 -0.164
C 1.464 -0.118 -0.515
C 1.295 1.207 -0.615
N 2.300 2.088 -1.047
N -1.940 -1.886 0.362
H -0.791 0.084 1.920
H -2.520 0.629 1.320
H -1.125 1.370 0.889
H -1.465 -0.388 -1.003
H 0.543 -1.444 0.852
H 0.331 -1.738 -1.032
H 2.321 -0.545 -1.021
H 0.350 1.693 -0.477
H 1.906 3.002 -1.206
H 3.251 2.167 -0.739
H -2.081 -2.012 1.354
H -1.471 -2.700 -0.009
```

The value obtained for the LUMO energy is 1.08 eV. As for the gap between HOMO and LUMO: 0.3325 Eh. As for the energy above the lowest of the compared OMol25 structures with the same formula, charge and spin: 179.7 kJ/mol. Its SMILES is C[C@H](N)C/C=C/N. As for the net charge: 0. For the calculated total energy, the calculation gives -307.1609 hartree.

Here are the Mulliken charges for atoms 1 to 4, given in e: atom 1 (C): -1.3416, atom 2 (C): 0.3475, atom 3 (C): -0.5262, atom 4 (C): -0.7254

***

Here is the molecule C5H12N2 from OMol25. Energies are from the ωB97M-V functional and the def2-TZVPD basis.

```
19
Properties=species:S:1:pos:R:3
C 1.536 -0.154 -1.775
C 0.557 1.019 -1.580
C -0.062 1.135 -0.189
C -1.152 0.096 0.033
N -0.229 -1.434 2.266
C -1.251 -0.538 2.292
N -1.731 0.172 1.354
H 2.237 -0.323 -0.963
H 0.977 -1.083 -1.922
H 2.102 0.061 -2.683
H 1.062 1.939 -1.873
H -0.206 0.866 -2.346
H -0.391 2.146 0.021
H 0.739 0.953 0.530
H -0.680 -0.882 -0.156
H -1.936 0.196 -0.712
H 0.222 -1.691 1.407
H -0.085 -2.064 3.032
H -1.710 -0.415 3.263
```

The value obtained for the LUMO energy is 0.95 eV. As for the gap between HOMO and LUMO: 0.3640 Eh. As for the energy above the lowest of the compared OMol25 structures with the same formula, charge and spin: 56.4 kJ/mol. Its SMILES is CCCC/N=C\N. As for the net charge: 0. For the calculated total energy, the calculation gives -307.2078 hartree.

Here are the Mulliken charges for atoms 1 to 4, given in e: atom 1 (C): -1.1002, atom 2 (C): -0.4851, atom 3 (C): -0.3401, atom 4 (C): -0.6343

***

Here is a 2-piece molecular cluster, C5H12N2 overall at a distorted geometry from OMol25. Energies are from the ωB97M-V functional and the def2-TZVPD basis.

```
19
Properties=species:S:1:pos:R:3
C -0.430 2.172 -0.166
C 2.542 -0.053 0.039
C 1.251 0.596 -0.364
N 0.697 1.461 0.425
H 0.973 0.500 -1.429
H -0.120 3.174 -0.483
H -1.217 2.282 0.587
H -0.878 1.675 -1.037
H 3.375 0.561 -0.311
H 2.592 -0.162 1.125
H 2.613 -1.038 -0.430
N -2.404 -0.709 -0.093
C -1.317 -1.135 0.603
C -0.420 -2.047 0.191
H -2.712 -1.332 -0.833
H -3.152 -0.330 0.483
H -1.176 -0.626 1.557
H -0.563 -2.589 -0.738
H 0.345 -2.400 0.874
```

The value obtained for the LUMO energy is 1.10 eV. As for the gap between HOMO and LUMO: 0.3389 Eh. As for the energy above the lowest of the compared OMol25 structures with the same formula, charge and spin: 171.3 kJ/mol. Its SMILES is C/C=N/C.C=CN. As for the net charge: 0. For the calculated total energy, the calculation gives -307.1641 hartree.

Here are the Mulliken charges for atoms 1 to 4, given in e: atom 1 (C): -0.7651, atom 2 (C): -1.0730, atom 3 (C): 0.1962, atom 4 (N): -0.4702

***

Here is C5H12N2 as an isolated structure at a distorted geometry from OMol25. Energies are from the ωB97M-V functional and the def2-TZVPD basis.

```
19
Properties=species:S:1:pos:R:3
C -0.804 0.386 1.077
C -1.594 -0.141 -0.103
C 2.376 -0.173 0.252
C -1.508 -1.607 -0.450
N 1.289 0.360 -0.609
C -0.314 1.166 -0.067
N -0.305 2.402 -0.395
H 1.700 1.099 -1.182
H -1.208 2.851 -0.256
H -1.308 0.958 1.857
H -0.054 -0.291 1.492
H -2.606 0.251 -0.132
H 0.922 -0.333 -1.261
H 3.252 -0.487 -0.319
H 1.966 -1.022 0.797
H 2.631 0.609 0.964
H -0.480 -1.926 -0.664
H -1.872 -2.269 0.351
H -2.084 -1.834 -1.350
```

The value obtained for the LUMO energy is 0.67 eV. As for the gap between HOMO and LUMO: 0.2474 Eh. As for the energy above the lowest of the compared OMol25 structures with the same formula, charge and spin: 469.5 kJ/mol. As for the net charge: 0. For the calculated total energy, the calculation gives -307.0505 hartree.

Here are the Mulliken charges for atoms 1 to 4, given in e: atom 1 (C): -0.4346, atom 2 (C): -0.2244, atom 3 (C): -0.8775, atom 4 (C): -1.2404

***

Here is an isolated ion of composition C5H12N2 and charge +1 at a distorted geometry from OMol25. Energies are from the ωB97M-V functional and the def2-TZVPD basis.

```
19
Properties=species:S:1:pos:R:3
C -0.265 -1.032 -0.109
C 1.206 -1.138 -0.503
C 1.632 -0.010 -1.416
C 2.892 0.283 -1.700
N -0.595 0.068 0.713
C -1.864 0.192 1.414
N -2.470 1.494 1.376
H -0.885 -1.086 -1.028
H -0.676 -1.963 0.320
H 1.479 -2.105 -0.912
H 1.745 -1.087 0.449
H 0.895 0.442 -2.079
H 3.105 1.100 -2.379
H 3.774 -0.161 -1.253
H -0.055 0.890 0.464
H -2.469 -0.535 0.862
H -1.709 -0.119 2.458
H -1.839 2.268 1.337
H -3.253 1.490 0.735
```

The value obtained for the LUMO energy (alpha / beta) is -2.84 / -7.64 eV. As for the expectation value of S²: 0.75. As for the gap between HOMO and LUMO (alpha / beta): 0.3990 / 0.2224 Eh. As for the energy above the lowest of the compared OMol25 structures with the same formula, charge and spin: 225.1 kJ/mol. Its spin multiplicity is 2. As for the net charge: +1. For the calculated total energy, the calculation gives -306.8655 hartree.

Here are the Mulliken charges for atoms 1 to 4, given in e: atom 1 (C): -0.6446, atom 2 (C): -0.6855, atom 3 (C): -0.0795, atom 4 (C): -0.7921

***

Here is C5H12N2O as an isolated structure at a distorted geometry from OMol25. Energies are from the ωB97M-V functional and the def2-TZVPD basis.

```
20
Properties=species:S:1:pos:R:3
C -2.204 -0.348 -1.161
N 0.230 -0.724 -0.559
C -0.787 0.145 -1.300
N 1.436 -1.031 -1.249
O -0.358 0.816 -2.213
H -0.145 -1.570 -0.141
H 1.412 -0.475 -2.107
H 2.182 -0.631 -0.672
H -2.345 -1.210 -1.820
H -2.878 0.443 -1.481
H -2.437 -0.637 -0.139
C 0.089 -0.063 2.166
C 0.477 0.524 0.829
C 1.676 1.183 0.676
H -0.483 1.050 0.345
H 0.885 -0.707 2.542
H -0.071 0.735 2.890
H -0.832 -0.646 2.108
H 2.235 1.485 1.550
H 1.917 1.659 -0.265
```

The value obtained for the LUMO energy is 0.44 eV. As for the gap between HOMO and LUMO: 0.2669 Eh. As for the energy above the lowest of the compared OMol25 structures with the same formula, charge and spin: 505.4 kJ/mol. As for the net charge: 0. For the calculated total energy, the calculation gives -382.3100 hartree.

Here are the Mulliken charges for atoms 1 to 4, given in e: atom 1 (C): -1.1756, atom 2 (N): 0.0584, atom 3 (C): 0.6717, atom 4 (N): -0.8508

***

Here is the molecule C5H12N2O at a distorted geometry from OMol25. Energies are from the ωB97M-V functional and the def2-TZVPD basis.

```
20
Properties=species:S:1:pos:R:3
N 0.092 2.120 2.874
C -0.372 1.551 1.602
C -0.201 -0.005 1.561
N -0.449 -0.715 0.448
C -0.848 -0.261 -0.884
C 0.328 -0.303 -1.876
C 0.817 -1.777 -2.118
O 0.198 -0.535 2.587
H 1.084 2.317 2.876
H -0.058 1.462 3.622
H 0.048 2.049 0.742
H -1.444 1.797 1.694
H -0.354 -1.716 0.546
H -1.169 0.769 -0.733
H -1.609 -0.809 -1.442
H -0.153 -0.054 -2.838
H 1.207 0.344 -1.881
H 0.089 -2.504 -1.786
H 0.929 -1.901 -3.199
H 1.864 -1.829 -1.796
```

The value obtained for the LUMO energy is 0.85 eV. As for the gap between HOMO and LUMO: 0.3707 Eh. As for the energy above the lowest of the compared OMol25 structures with the same formula, charge and spin: 145.0 kJ/mol. Its SMILES is CCCNC(=O)CN. As for the net charge: 0. For the calculated total energy, the calculation gives -382.4473 hartree.

Here are the Mulliken charges for atoms 1 to 4, given in e: atom 1 (N): -0.6393, atom 2 (C): -0.7346, atom 3 (C): 0.7119, atom 4 (N): -0.0877

***

Here is the molecule C5H12N2O at a distorted geometry from OMol25. Energies are from the ωB97M-V functional and the def2-TZVPD basis.

```
20
Properties=species:S:1:pos:R:3
C -1.471 0.333 -1.265
C 0.797 -0.697 1.818
C 0.172 -1.655 -1.002
C -0.396 -0.125 1.024
C -0.257 -0.184 -0.516
N 0.421 2.255 -0.161
N 0.616 1.007 -0.813
O -2.255 1.129 -0.796
H -1.459 0.121 -2.323
H 0.918 -1.708 1.745
H 0.838 -0.246 2.722
H 1.641 -0.162 1.358
H 1.041 -2.001 -0.439
H 0.594 -1.508 -2.032
H -0.622 -2.321 -0.907
H -0.729 0.921 1.203
H -1.157 -0.679 1.412
H -0.505 2.343 0.266
H 1.162 2.200 0.518
H 0.650 0.978 -1.811
```

The value obtained for the LUMO energy is 0.90 eV. As for the gap between HOMO and LUMO: 0.3604 Eh. As for the energy above the lowest of the compared OMol25 structures with the same formula, charge and spin: 387.1 kJ/mol. Its SMILES is CC[C@@](C)(C=O)NN. As for the net charge: 0. For the calculated total energy, the calculation gives -382.3551 hartree.

Here are the Mulliken charges for atoms 1 to 4, given in e: atom 1 (C): -0.2798, atom 2 (C): -1.5546, atom 3 (C): -1.6899, atom 4 (C): -0.7223

***

What is the net charge in the first record?
0